Entry 1:
The following is a quantum chemistry calculation of a structure of composition C34H45IN9O4ReS2, from the OMol25 dataset.

HOMO level (alpha / beta) = -0.3529 / -0.3521 hartree
LUMO level (alpha / beta) = -2.78 / -2.60 eV
orbital gap (alpha / beta) = 6.83 / 6.98 eV
2S+1 = 2
net charge = +1
⟨S²⟩ = 1.191

Geometry as XYZ:
```
96
C34H45IN9O4ReS2 (wB97M-V/def2-TZVPD)
Re 0.685 -0.209 -0.218
N -1.489 -0.253 3.304
C -0.749 0.074 2.255
O -0.202 -0.835 1.566
C -0.539 1.487 1.844
C 0.749 1.480 1.030
H -1.674 -1.222 3.504
H -1.974 0.455 3.826
H -0.511 2.179 2.690
H -1.401 1.757 1.223
H 1.620 1.383 1.680
H 0.836 2.405 0.457
I -5.256 -0.749 -6.333
C -4.308 -0.238 -4.552
C -4.646 0.943 -3.906
C -4.008 1.276 -2.721
C -3.032 0.443 -2.190
C -2.708 -0.738 -2.842
C -3.346 -1.087 -4.021
C -2.349 0.860 -0.925
O -2.843 1.701 -0.191
O -1.211 0.279 -0.685
H -5.400 1.597 -4.322
H -4.256 2.190 -2.198
H -1.966 -1.387 -2.398
H -3.100 -2.010 -4.530
C 3.860 -2.802 -3.873
N 3.125 -1.670 -3.340
C 1.828 -1.659 -3.111
N 1.106 -2.747 -3.356
S 1.047 -0.190 -2.604
H 4.917 -2.554 -3.884
H 3.548 -3.030 -4.895
H 3.718 -3.681 -3.239
H 3.614 -0.807 -3.149
H 1.488 -3.562 -3.807
H 0.111 -2.686 -3.217
C -2.477 -4.954 0.295
N -1.078 -4.543 0.188
C -0.066 -5.392 0.454
C 1.222 -5.014 0.316
C 1.456 -3.675 -0.113
N 0.478 -2.797 -0.299
C -0.837 -3.204 -0.170
O -1.783 -2.474 -0.368
N 2.713 -3.291 -0.404
H -2.515 -6.037 0.371
H -3.020 -4.619 -0.584
H -2.941 -4.501 1.170
H -0.347 -6.389 0.766
H 2.035 -5.694 0.514
H 3.474 -3.825 -0.019
H 2.853 -2.291 -0.499
C 0.758 6.237 1.086
N 0.841 5.500 -0.167
C 2.187 5.095 -0.521
C -0.251 4.945 -0.765
S -0.163 3.551 -1.697
N -1.428 5.594 -0.554
C -1.509 7.049 -0.570
C -2.697 4.933 -0.812
H 1.452 5.788 1.801
H -0.244 6.175 1.498
H 1.031 7.288 0.966
H 2.843 5.967 -0.470
H 2.195 4.690 -1.528
H 2.567 4.334 0.171
H -0.530 7.488 -0.739
H -1.925 7.445 0.359
H -2.162 7.353 -1.391
H -2.619 3.868 -0.619
H -3.015 5.081 -1.849
H -3.446 5.367 -0.148
C 4.126 -1.368 4.115
C 2.971 -1.962 3.629
C 2.474 -1.626 2.379
C 3.129 -0.689 1.579
C 4.273 -0.067 2.092
C 4.763 -0.408 3.343
N 2.613 -0.347 0.288
C 3.599 0.225 -0.588
C 4.773 -0.467 -0.885
C 5.700 0.061 -1.773
C 5.470 1.294 -2.373
C 4.315 1.997 -2.060
C 3.389 1.472 -1.170
H 4.521 -1.644 5.083
H 2.444 -2.693 4.230
H 1.565 -2.085 2.025
H 4.773 0.704 1.522
H 5.648 0.091 3.718
H 4.976 -1.420 -0.408
H 6.611 -0.486 -1.986
H 6.192 1.706 -3.065
H 4.126 2.962 -2.514
H 2.485 2.028 -0.949
```

Entry 2:
The following is a quantum chemistry calculation of a structure of composition C10H16AgAs2IO4Se in a non-equilibrium geometry, from the OMol25 dataset.

HOMO level = -0.0662 hartree
LUMO level = 4.74 eV
orbital gap = 6.54 eV
net charge = -2

Geometry as XYZ:
```
35
C10H16AgAs2IO4Se (wB97M-V/def2-TZVPD)
Ag -2.825 -2.019 -0.214
C 1.805 -2.469 -0.331
As 0.516 -1.337 0.589
C 1.742 -1.095 2.198
C 1.053 0.389 -0.202
C 2.372 0.666 -0.525
C 2.762 1.900 -1.014
C 1.812 2.892 -1.171
C 0.487 2.627 -0.871
C 0.089 1.381 -0.399
As -1.764 0.867 -0.078
C -2.681 2.613 -0.456
C -1.766 1.141 1.879
H 2.829 -2.360 0.048
H 1.783 -2.231 -1.394
H 1.504 -3.508 -0.226
H 2.759 -0.829 1.911
H 1.779 -2.042 2.741
H 1.375 -0.329 2.884
H 3.124 -0.098 -0.377
H 3.804 2.099 -1.250
H 2.106 3.875 -1.529
H -0.246 3.420 -0.996
H -2.304 3.437 0.146
H -3.738 2.460 -0.234
H -2.589 2.861 -1.514
H -1.231 2.052 2.157
H -1.288 0.284 2.356
H -2.799 1.209 2.225
I -5.117 -0.895 0.419
O 0.054 -4.374 -2.043
Se -1.031 -3.419 -1.377
O -0.744 -1.818 -1.640
O -1.121 -3.613 0.255
O -2.510 -3.735 -1.964
```

Entry 3:
The following is a quantum chemistry calculation of a cluster of 6 separate species, C4H18NO6S in total in a non-equilibrium geometry, from the OMol25 dataset.

HOMO level = -0.1405 hartree
LUMO level = 3.03 eV
orbital gap = 6.85 eV
net charge = -1

Geometry as XYZ:
```
30
C4H18NO6S (wB97M-V/def2-TZVPD)
C -0.079 1.233 1.527
N 1.353 1.141 1.739
C 1.889 0.273 2.667
O 2.971 -0.252 2.501
C -0.268 2.464 0.680
C -0.179 2.324 -0.874
S -1.757 1.464 -1.389
H -0.257 0.210 1.002
H -0.799 1.284 2.411
H 1.838 1.277 0.878
H 1.347 0.299 3.590
H -1.254 2.933 0.846
H 0.506 3.181 1.016
H -0.098 3.386 -1.189
H 0.748 1.821 -1.223
H -2.284 -0.641 -3.034
H -2.666 -1.759 -1.911
O -2.678 -1.485 -2.828
H -0.110 -2.790 -2.512
H 1.271 -1.896 -2.507
O 0.840 -2.769 -2.619
H -2.623 -1.463 0.225
H -1.614 -0.837 1.056
O -2.408 -1.376 1.161
H -0.412 -2.995 2.510
H 0.683 -2.115 1.692
O 0.487 -2.680 2.439
H 2.287 0.087 -3.271
H 1.277 0.093 -2.078
O 1.992 -0.412 -2.505
```

Entry 4:
The following is a quantum chemistry calculation of a structure of composition C15H13N7O2V, from the OMol25 dataset.

HOMO level (alpha / beta) = -0.2462 / -0.2210 hartree
LUMO level (alpha / beta) = 0.30 / 0.26 eV
orbital gap (alpha / beta) = 6.99 / 6.28 eV
2S+1 = 2
⟨S²⟩ = 0.779

Geometry as XYZ:
```
38
C15H13N7O2V (wB97M-V/def2-TZVPD)
V -0.199 -1.370 0.843
O -1.387 -0.619 2.071
C -1.469 0.683 2.323
C -1.793 1.100 3.625
C -1.918 2.436 3.943
C -1.741 3.417 2.965
C -1.431 3.026 1.681
C -1.268 1.678 1.336
C -0.969 1.337 -0.046
N -0.484 0.192 -0.379
N -0.369 -0.070 -1.741
C -0.273 -1.356 -1.917
O -0.295 -2.219 -0.929
C -0.154 -1.867 -3.303
C -0.084 -0.999 -4.390
C 0.027 -1.505 -5.674
C 0.066 -2.879 -5.883
C -0.005 -3.745 -4.803
C -0.113 -3.241 -3.514
H -1.951 0.326 4.366
H -2.171 2.722 4.957
H -1.853 4.465 3.207
H -1.303 3.773 0.905
H -1.203 2.052 -0.832
H -0.121 0.066 -4.210
H 0.080 -0.827 -6.517
H 0.151 -3.273 -6.888
H 0.024 -4.815 -4.962
H -0.170 -3.903 -2.662
N 3.158 0.687 4.564
N 2.616 0.480 3.309
N 2.868 1.276 2.294
C 2.200 0.672 1.323
N 1.571 -0.425 1.772
N 1.874 -0.544 3.052
H 3.540 1.626 4.560
H 2.410 0.614 5.245
H 2.138 1.032 0.312
```

Entry 5:
The following is a quantum chemistry calculation of the molecule CH4BNO2 in a non-equilibrium geometry, from the OMol25 dataset.

HOMO level = -0.4129 hartree
LUMO level = -0.53 eV
orbital gap = 10.70 eV

Geometry as XYZ:
```
9
CH4BNO2 (wB97M-V/def2-TZVPD)
B -0.902 -0.752 0.132
C -0.164 0.744 -0.058
N 1.093 0.068 -0.055
O 2.125 0.620 0.048
O 0.901 -1.151 -0.181
H -1.171 -1.062 1.357
H -1.422 -1.275 -0.815
H -0.278 1.318 -1.197
H -0.183 1.488 0.770
```

Entry 6:
The following is a quantum chemistry calculation of the molecule C8H12N6 in a non-equilibrium geometry, from the OMol25 dataset.

HOMO level = -0.3473 hartree
structure (SMILES) = CC[C@@](C)(n1cncn1)n1nccn1
LUMO level = 0.76 eV
orbital gap = 10.21 eV

Geometry as XYZ:
```
26
C8H12N6 (wB97M-V/def2-TZVPD)
C 1.146 2.761 -0.274
C 1.333 2.403 1.049
C -3.595 -0.247 0.519
C -2.022 1.014 -0.201
C 2.119 -1.626 0.772
C 0.149 -0.969 -1.721
C 0.552 -1.595 0.756
C 0.081 -0.617 -0.267
N 0.635 1.722 -0.886
N 0.974 1.125 1.192
N -3.301 1.050 0.030
N -2.532 -1.028 0.578
N -1.609 -0.276 -0.032
N 0.655 0.705 0.002
H 1.195 3.689 -0.858
H 1.773 3.032 1.751
H -4.496 -0.550 0.738
H -1.434 1.602 -0.841
H 2.607 -0.747 1.249
H 2.553 -2.538 0.984
H 2.496 -1.494 -0.194
H 0.054 -0.173 -2.398
H 1.030 -1.434 -1.965
H -0.656 -1.694 -2.135
H 0.285 -2.620 0.457
H 0.007 -1.493 1.695
```

Entry 7:
The following is a quantum chemistry calculation of a structure of composition C18H41N2OP3SYb in a non-equilibrium geometry, from the OMol25 dataset.

HOMO level (alpha / beta) = -0.5770 / -0.5770 hartree
LUMO level (alpha / beta) = -7.98 / -12.01 eV
orbital gap (alpha / beta) = 7.72 / 3.69 eV
2S+1 = 2
net charge = +3
⟨S²⟩ = 0.769

Geometry as XYZ:
```
67
C18H41N2OP3SYb (wB97M-V/def2-TZVPD)
Yb 0.345 -0.160 0.046
P -1.586 2.087 -0.041
P -2.118 -1.469 0.858
P 1.896 1.548 -1.718
H -0.881 -2.553 -2.162
C 0.174 -2.291 -2.240
C 1.110 -2.771 -1.401
H 0.872 -3.450 -0.575
C -2.687 2.161 -1.510
C -2.805 2.261 1.315
C -0.866 3.772 -0.061
C -1.810 -3.270 0.929
C -2.774 -1.269 2.561
C -3.690 -1.470 -0.068
C 3.239 0.467 -2.357
C 2.896 2.969 -1.119
C 1.102 2.332 -3.168
H 0.419 -1.588 -3.037
H 2.167 -2.493 -1.476
H -3.338 3.047 -1.470
H -3.303 1.251 -1.543
H -2.064 2.206 -2.416
H -3.312 3.233 1.238
H -2.290 2.210 2.287
H -3.557 1.461 1.274
H -1.661 4.527 0.018
H -0.293 3.942 -0.983
H -0.186 3.876 0.798
H -2.773 -3.776 1.090
H -1.119 -3.517 1.751
H -1.367 -3.605 -0.019
H -3.725 -1.812 2.647
H -2.958 -0.216 2.802
H -2.087 -1.663 3.321
H -4.341 -2.244 0.356
H -3.466 -1.708 -1.115
H -4.178 -0.488 -0.013
H 3.850 0.985 -3.116
H 2.812 -0.457 -2.789
H 3.875 0.179 -1.503
H 3.466 3.434 -1.941
H 3.584 2.590 -0.346
H 2.211 3.703 -0.663
H 1.838 2.818 -3.826
H 0.351 3.066 -2.844
H 0.549 1.563 -3.720
C 2.148 -0.956 -6.766
C 1.532 -0.465 -7.945
C 1.442 -1.298 -9.070
C 1.999 -2.585 -9.050
C 2.731 -3.003 -7.936
C 2.840 -2.186 -6.808
S 2.172 0.028 -5.299
H 0.806 0.263 -5.072
H 1.150 0.566 -7.962
H 0.940 -0.927 -9.968
H 1.890 -3.239 -9.917
H 3.231 -3.966 -7.944
H 3.457 -2.464 -5.952
N 0.572 -1.016 4.230
C 0.338 0.110 3.506
N 0.033 1.237 4.191
O 0.312 0.064 2.229
H 0.626 -0.969 5.245
H 0.889 -1.836 3.742
H -0.100 2.106 3.698
H 0.121 1.228 5.210
```

Entry 8:
The following is a quantum chemistry calculation of a cluster of 12 separate species, H24O12 in total in a non-equilibrium geometry, from the OMol25 dataset.

HOMO level = -0.3707 hartree
structure (SMILES) = O.O.O.O.O.O.O.O.O.O.O.O
LUMO level = -0.35 eV
orbital gap = 9.74 eV

Geometry as XYZ:
```
36
H24O12 (wB97M-V/def2-TZVPD)
O 2.226 0.394 2.300
H 2.027 0.047 1.430
H 1.899 -0.273 2.904
O 0.743 1.425 -2.416
H -0.117 1.158 -2.092
H 0.580 1.724 -3.310
O 3.302 1.217 -1.391
H 3.480 2.157 -1.392
H 2.350 1.153 -1.307
O -1.452 -3.172 1.176
H -1.334 -3.653 0.357
H -1.913 -3.784 1.750
O -3.508 1.543 1.991
H -3.492 2.315 2.557
H -2.592 1.269 1.933
O 3.188 -1.793 -0.483
H 3.023 -0.850 -0.471
H 2.437 -2.162 -0.947
O -2.747 -1.102 0.184
H -2.303 -1.821 0.634
H -3.633 -1.103 0.547
O -0.514 2.058 2.153
H -0.006 2.450 2.863
H -0.475 2.703 1.446
O 0.391 -0.233 0.390
H -0.379 -0.794 0.304
H 0.112 0.470 0.977
O 0.801 -2.970 -1.820
H 0.209 -3.672 -1.552
H 0.345 -2.165 -1.575
O 0.824 3.314 -0.141
H 0.613 3.716 -0.984
H 0.968 2.390 -0.344
O -1.434 -0.809 -2.146
H -1.811 0.071 -2.157
H -1.805 -1.219 -1.365
```

Entry 9:
The following is a quantum chemistry calculation of a cluster of 2 separate species, C10H21N6O3 in total, from the OMol25 dataset.

HOMO level = -0.4379 hartree
LUMO level = -2.98 eV
orbital gap = 8.93 eV
net charge = +1

Geometry as XYZ:
```
40
C10H21N6O3 (wB97M-V/def2-TZVPD)
C 0.180 3.667 -0.188
C -0.503 2.347 -0.005
O -0.960 1.959 1.019
N -0.652 1.468 -1.166
C -1.989 1.522 -1.784
N 0.367 1.586 -2.095
C 0.577 2.447 -3.095
N 1.682 2.179 -3.751
C 2.184 1.086 -3.153
N 3.307 0.460 -3.546
N 1.399 0.676 -2.144
C 1.581 -0.540 -1.315
C 1.264 -0.446 0.178
O 1.478 -1.730 0.708
H -0.151 4.172 -1.093
H 1.259 3.518 -0.276
H -0.018 4.278 0.685
H -2.196 2.487 -2.251
H -2.709 1.343 -0.991
H -2.071 0.720 -2.512
H -0.090 3.265 -3.315
H 3.964 0.088 -2.885
H 3.555 0.461 -4.519
H 2.640 -0.767 -1.397
H 1.039 -1.365 -1.778
H 0.246 -0.121 0.361
H 1.969 0.233 0.664
H 0.620 -2.195 0.634
C -1.331 -3.446 1.954
O -0.947 -2.899 0.922
N -1.487 -2.821 3.120
C -1.955 -3.513 4.308
C -1.172 -1.401 3.203
H -1.581 -4.515 1.984
H -2.882 -3.065 4.669
H -1.206 -3.459 5.099
H -2.140 -4.558 4.073
H -1.792 -0.831 2.512
H -0.126 -1.230 2.949
H -1.356 -1.058 4.217
```

Entry 10:
The following is a quantum chemistry calculation of a cluster of 4 separate species, C2H14N2O3 in total in a non-equilibrium geometry, from the OMol25 dataset.

HOMO level = -0.3640 hartree
structure (SMILES) = NCCN.O.O.O
LUMO level = 0.73 eV
orbital gap = 10.63 eV

Geometry as XYZ:
```
21
C2H14N2O3 (wB97M-V/def2-TZVPD)
C 0.696 1.345 -1.488
C -0.616 0.529 -1.292
N -0.946 -0.242 -2.508
N 1.862 0.374 -1.224
H 0.879 2.276 -0.821
H 0.804 1.734 -2.547
H -1.406 1.384 -0.990
H -0.531 -0.230 -0.416
H -1.945 -0.423 -2.657
H -0.813 0.464 -3.291
H 2.708 0.749 -1.625
H 1.625 -0.489 -1.738
H 2.025 0.889 0.652
H 2.645 0.099 1.924
O 2.005 0.844 1.648
H -2.218 -1.812 2.122
H -1.942 -3.123 2.952
O -2.282 -2.777 2.097
H -1.238 0.336 1.253
H 0.243 0.458 1.978
O -0.690 0.123 2.006
```

Entry 11:
The following is a quantum chemistry calculation of the molecule C8H13NO in a non-equilibrium geometry, from the OMol25 dataset.

HOMO level = -0.3018 hartree
structure (SMILES) = C=C(C)/C=C/[C@@H](C)C(N)=O
LUMO level = 0.76 eV
orbital gap = 8.97 eV

Geometry as XYZ:
```
23
C8H13NO (wB97M-V/def2-TZVPD)
C -1.381 -0.628 -0.992
C -2.524 0.124 -1.639
C 1.997 -0.610 2.650
C -0.046 -0.827 -1.919
C 1.105 0.274 1.824
N 0.339 0.255 -2.647
C -0.646 0.116 0.048
C 0.211 -0.442 0.928
C 1.150 1.603 1.944
O 0.408 -1.934 -2.068
H -1.646 -1.634 -0.677
H 0.043 1.186 -2.410
H 1.044 0.106 -3.349
H -0.638 1.190 -0.085
H 0.181 -1.518 1.054
H -2.787 -0.321 -2.604
H -2.288 1.176 -1.786
H -3.399 0.086 -0.997
H 2.651 -0.023 3.295
H 1.399 -1.269 3.280
H 2.606 -1.240 2.003
H 1.801 2.076 2.660
H 0.422 2.255 1.489
```

Entry 12:
The following is a quantum chemistry calculation of a cluster of 2 separate species, CH5NO3 in total in a non-equilibrium geometry, from the OMol25 dataset.

HOMO level = -0.3799 hartree
structure (SMILES) = NC(=O)O.O
LUMO level = 0.27 eV
orbital gap = 10.61 eV

Geometry as XYZ:
```
10
CH5NO3 (wB97M-V/def2-TZVPD)
N -0.329 0.548 -0.127
C 0.361 1.728 -0.048
O 1.093 1.865 1.097
O 0.291 2.639 -0.818
H -0.050 -0.296 0.346
H -0.782 0.395 -1.011
H 1.178 1.076 1.639
H -1.234 -2.311 -0.638
H -0.196 -3.292 -0.138
O -0.332 -2.353 -0.302
```

The records above give, respectively, ΔE to the lowest compared entry with this formula, charge and spin values of 2.3, 13.7, 33.6, 0.0, 55.3, 51.2, 0.0, 40.0, 0.0, 32.3, 24.2, 11.2 kcal/mol.
The records above give, respectively, E values of -3288.6218, -8009.2152, -1067.6146, -2057.1332, -270.4385, -640.4671, -3475.2674, -917.2617, -947.6298, -419.7885, -442.5906, -321.6058 a.u..